Computed, not measured: a structure of composition C52H54FMoN6O8S3Si in a non-equilibrium geometry, with ωB97M-V with the def2-TZVPD basis set.

```
126
Properties=species:S:1:pos:R:3:forces:R:3:mulliken_spin:R:1
Mo -1.643251 -1.069346 -0.321790 0.4337 0.4262 -4.7137 1.96
S -0.474551 -2.455146 2.938010 0.0600 0.1610 0.0019 0.00
S 2.304649 -3.047246 3.919010 -0.1351 -0.2522 -0.1692 0.00
S -4.072651 0.822754 -1.644590 -1.9122 0.7283 -1.4656 0.00
Si -0.234651 -2.707846 -1.579190 0.9161 -0.9441 -0.9948 -0.17
F 3.869949 0.820654 2.138110 -0.3202 0.1886 0.1647 0.00
O -4.523351 1.093454 2.398510 -0.0570 0.4049 0.4932 0.01
O -2.915251 -2.113146 -0.954490 -3.4143 -2.2650 -1.9903 0.00
O -4.370951 -3.667946 -1.655990 0.1906 0.3409 -0.1706 0.02
O -0.912851 -0.224746 0.981110 3.8261 3.9465 7.4602 -0.05
O -0.354451 0.131454 -1.470690 -0.4113 -1.3464 -0.0330 0.02
O -3.510251 0.013554 0.758910 0.9176 -0.4163 0.2292 0.00
O -2.890851 0.209054 -2.309490 0.9053 -0.2516 0.1071 0.03
O -0.859051 2.044654 -0.465990 -0.0178 0.4747 0.1556 0.00
N 6.284549 4.667854 3.867510 0.3436 0.1359 0.0419 0.00
N 0.741449 -4.812946 2.940410 -0.0841 0.1346 0.0321 0.00
N -1.018951 2.890454 3.650210 -0.5926 -0.5447 -0.4133 0.04
N -3.359551 -2.604946 1.529410 0.0161 0.0658 0.1451 0.00
N 3.824449 3.380154 3.367210 -0.0416 -0.2819 0.0136 0.00
N -3.995151 -3.370046 0.543610 -0.0977 0.1195 0.4253 0.00
C -2.171351 1.266154 2.304110 0.4290 -0.6885 -0.2635 0.01
C 1.522649 0.750454 2.082610 0.0684 0.2748 0.1532 0.02
C -0.708951 -4.554846 -1.433090 -0.1201 0.6338 0.1608 -0.02
C 1.405849 3.095054 3.554310 0.9142 -0.2146 -0.0321 0.01
C -5.665551 4.142354 -4.350790 -0.0623 0.0890 -0.0838 0.00
C -2.292651 -2.186346 -5.186490 -0.0812 -0.0332 -0.0249 0.00
C 5.173649 4.720054 4.858510 -0.6842 -0.2325 0.6218 0.00
C -1.453151 -7.242846 -1.211890 0.0174 -0.0587 -0.0032 0.00
C 0.766249 -3.498246 3.192210 0.1112 -0.4388 0.3100 0.00
C -3.517751 0.758454 1.789810 -0.2356 -0.2191 -0.3857 -0.01
C 0.173249 -1.452746 -4.172790 0.0417 -0.1456 0.1631 0.00
C 1.948849 -5.583846 3.137110 0.3288 -0.1922 -0.1931 0.00
C 3.628449 -1.756546 -0.376190 0.1758 -0.0004 0.0518 0.00
C 0.636249 1.945554 -3.591990 -0.0497 -0.0074 0.1499 0.00
C -1.933851 -2.558646 -3.902690 0.1054 -0.1861 0.0209 0.00
C 2.676549 1.392954 2.459610 -0.1824 -0.6123 -0.4290 0.01
C -0.247151 1.400854 -1.302790 0.0588 0.4146 0.0562 -0.05
C 4.449649 -2.549246 -1.161490 0.0517 0.0917 0.0904 0.00
C -0.684351 -2.217446 -3.384790 -0.0127 -0.0655 0.7414 0.02
C 1.901449 2.633254 -1.663790 -0.1231 -0.0183 -0.1012 0.00
C 0.268049 1.282054 2.411210 0.8389 0.1433 0.0500 0.00
C 2.889849 3.133054 -2.495290 0.0703 0.0131 0.0216 0.00
C -2.159451 2.321454 3.160910 0.7184 -0.0285 0.2004 0.06
C -4.774351 3.227654 -4.887990 0.0147 -0.0263 0.0661 0.00
C 2.654749 2.604254 3.136310 -0.8102 0.4634 0.3143 0.01
C 2.514349 -3.484346 -2.234990 -0.0977 -0.0250 -0.0443 0.00
C 4.315549 3.462354 4.723010 0.0186 0.1923 0.0596 0.00
C 1.622849 2.457754 -4.415890 -0.0241 0.0211 -0.0821 0.00
C -4.671551 2.114054 -2.778990 0.0799 -0.1550 0.4591 0.00
C -1.166151 -5.076446 -0.225990 0.0844 0.1479 0.0589 0.00
C -1.160851 3.961254 4.614310 -0.0322 0.7922 0.2603 -0.01
C -6.058751 4.047354 -3.025090 -0.0201 -0.0075 0.0124 0.00
C -1.198951 5.333254 3.947210 0.0265 -0.2152 0.0905 0.00
C 5.753149 4.516054 2.483610 -0.3980 -0.3668 -0.8334 0.00
C -0.637151 -5.412146 -2.526590 0.0636 0.1053 -0.1190 -0.01
C 2.756649 3.035154 -3.870290 0.1192 0.0409 -0.0457 0.00
C -3.790251 -3.068946 -0.781990 -1.0449 -1.4110 0.5917 0.00
C -1.537051 -6.404746 -0.111390 -0.0203 -0.1910 0.1689 0.00
C -5.439251 -0.333146 -2.075590 0.4589 0.1798 0.5127 0.00
C 2.784649 -4.801146 4.144110 -0.0390 0.3531 0.1643 0.00
C 0.216949 2.443554 3.231010 -0.2648 -0.7210 -0.2938 0.01
C -1.000951 -6.742846 -2.422890 0.0193 -0.1403 0.0184 0.00
C 2.258949 -1.828046 -0.545890 -0.2301 0.1090 0.1252 -0.01
C -1.416051 -1.453246 -5.968590 -0.0965 0.0383 -0.0524 0.00
C -0.187351 -1.077346 -5.455090 0.1549 0.0517 -0.0395 0.00
C 1.672849 -2.692646 -1.460690 -0.5794 0.3152 0.1661 0.00
C -0.929551 0.702054 1.900010 -1.5812 0.2453 -0.7805 0.09
C -4.270851 2.205354 -4.097290 0.1539 -0.1460 0.0156 0.00
C 0.781449 2.020354 -2.212290 -0.0679 0.0042 0.1095 0.00
C -5.554251 3.031854 -2.231890 0.0766 -0.0224 -0.0539 0.00
C 3.890049 -3.404746 -2.096690 0.0966 -0.0950 -0.0666 0.00
C 4.913949 3.242054 2.425910 0.1683 0.2794 -0.1258 0.00
H 2.552749 -5.074346 5.175210 0.0664 -0.0573 -0.1305 0.00
H 1.514849 2.404754 -5.489290 -0.0420 -0.0294 -0.0834 0.00
H 0.495749 -0.492646 -6.054790 0.0777 0.0439 -0.0803 0.00
H -5.826351 2.944854 -1.190590 -0.0919 0.0498 0.1685 0.00
H -3.564351 1.485054 -4.482290 0.1012 -0.1072 -0.0758 0.00
H 2.085749 -4.162546 -2.956990 -0.0094 -0.1359 -0.1474 0.00
H 5.522549 -2.492446 -1.045390 0.0928 -0.0315 -0.0229 0.00
H 6.852449 5.518854 3.933210 0.0300 -0.2632 0.0460 0.00
H -5.415651 -0.523846 -3.144890 0.0943 0.0946 -0.0629 0.00
H -3.258251 -2.472246 -5.575990 -0.1078 -0.0371 -0.0527 0.00
H -3.100951 2.748454 3.470710 -0.0871 0.0483 0.0985 0.00
H -3.983951 -1.890946 1.915610 0.1793 -0.1717 -0.2847 0.00
H 6.579449 4.466754 1.772210 0.0509 0.0633 0.2154 0.00
H -1.236051 6.116054 4.699210 -0.0008 0.0947 0.0713 0.00
H 3.464249 3.536354 5.398410 0.1447 0.0264 0.1264 0.00
H -1.690251 -1.177446 -6.976290 -0.0364 0.0530 -0.0938 0.00
H 6.880749 3.854554 4.075910 -0.0208 0.3151 -0.0113 0.00
H -0.304051 -5.022146 -3.477890 -0.0024 0.0017 -0.1558 0.00
H -6.747551 4.768254 -2.611490 -0.0653 0.0599 0.0439 0.00
H 3.852249 -4.882946 3.963310 0.0001 -0.1616 0.0260 0.00
H -0.325751 5.483254 3.318910 0.1183 0.0750 -0.0771 0.00
H -0.936251 -7.392646 -3.285190 -0.0104 -0.0098 -0.0392 0.00
H 2.486749 -5.699046 2.187110 -0.0699 0.0360 0.1025 0.00
H 3.539849 3.404354 -4.518290 0.0051 0.0578 -0.0184 0.00
H -1.742151 -8.280946 -1.128090 -0.0381 -0.0523 0.0078 0.00
H 1.588949 -1.197146 0.024810 0.0952 0.0266 0.0373 0.02
H 5.584449 4.803454 5.865710 0.1304 0.0269 -0.1460 0.00
H 4.907449 2.574754 5.011710 -0.0751 0.0335 -0.0070 0.00
H -4.472151 3.315354 -5.920890 0.0460 -0.0228 -0.0795 0.00
H -2.625751 -3.142846 -3.308390 -0.0655 0.0215 -0.0272 0.00
H -0.029451 -5.204846 2.420010 -0.0488 0.1294 -0.0265 0.00
H -2.092151 3.796054 5.161710 0.1985 -0.0713 -0.0133 0.00
H -3.021651 -3.200346 2.282910 0.0795 0.0546 -0.3226 0.00
H -0.252451 1.493754 -4.005890 -0.0504 -0.1474 -0.0417 0.00
H -6.054551 4.938454 -4.968490 -0.0267 0.0617 -0.0496 0.00
H -0.338651 3.901554 5.331010 -0.1341 -0.0922 -0.0033 0.00
H -1.238851 -4.407746 0.626310 -0.0896 0.0073 0.1194 -0.02
H 1.694749 -6.580346 3.510910 0.0848 0.1513 -0.0232 0.00
H 1.135149 -1.158546 -3.774590 0.0965 0.0793 -0.0016 0.00
H 3.772149 3.600254 -2.080090 0.0693 0.0217 0.0708 0.00
H 4.506449 3.129754 1.420510 0.1633 0.0162 0.0278 0.00
H -6.382851 0.095654 -1.762690 -0.1800 0.1539 0.0147 0.00
H 1.586249 -0.184146 1.555510 -0.0076 -0.1393 -0.1038 0.01
H 4.568049 5.600254 4.638510 0.1614 -0.0108 -0.0581 0.00
H 4.535649 -4.009146 -2.718490 0.0060 -0.0743 -0.0447 0.00
H -2.079851 5.418954 3.319410 -0.1147 0.0342 -0.1076 0.00
H 5.563449 2.373754 2.631610 -0.1193 0.0609 -0.0517 0.00
H 1.990849 2.709854 -0.589290 -0.0114 -0.0040 0.1514 0.00
H 1.402949 4.007354 4.128310 -0.0705 0.1858 -0.0727 0.00
H -4.801851 -3.937846 0.782810 0.2438 0.2031 -0.2443 0.00
H -1.901251 -6.797946 0.831210 -0.0363 0.0225 0.0219 0.00
H 5.125649 5.379354 2.258010 0.1433 0.0300 0.1331 0.00
H 4.059049 -1.093946 0.362110 0.0232 0.0871 0.0394 0.00
H -5.264251 -1.257246 -1.532190 -0.0227 0.0330 -0.0123 0.00
```
Forces are in eV/Å.

Results
* M: 1130.3 g mol⁻¹
* largest force on an atom: 0.1802 hartree/bohr
* energy above the lowest of the compared OMol25 structures with the same formula, charge and spin: 41.7 kcal/mol
* DFT total energy: -4596.28899 a.u.
* charge: +1
* multiplicity: 3
* HOMO energy (spin up / spin down): -8.281 / -9.226 eV
* gap between HOMO and LUMO (spin up / spin down): 0.1816 / 0.2163 Eh
* lowest unoccupied orbital energy (spin up / spin down): -3.34 / -3.34 eV